No. 1
The following is a quantum chemistry calculation of a molecular structure, C14H42F3Na2O7S7Sn at a distorted geometry, from OMol25.

Output
* electronic energy: -4710.7095 Eh

```
! RIJCOSX wB97M-V def2-TZVPD def2/J DEFGRID3
* xyz 1 1
Sn -0.4401 -0.3601 0.8382
S -2.5033 -2.9306 -1.9780
S 1.7310 -1.0386 -2.7571
S 3.1455 0.7774 1.0392
S 1.3250 4.3744 -0.4114
S -3.4403 2.1818 -0.8033
S -0.6125 3.1809 3.1590
S 3.2752 -5.7692 -0.6744
Na 1.4151 -3.0235 3.8668
Na -1.7199 -1.6339 4.5517
F 0.5769 -0.7351 3.7614
F -3.0247 -1.1314 2.6961
F 0.7260 -3.1922 1.6437
O 1.7801 1.3246 0.6766
O -2.0081 1.7253 -0.7534
O -1.8165 -1.6878 -1.4124
O -0.8516 2.4123 1.8600
O 4.4913 -5.9579 -1.5287
O 2.1013 5.5816 -0.9011
O 1.2220 -0.1730 -1.6651
C 1.2853 -0.0502 -4.2861
C -0.5196 4.7394 -0.5952
C -4.2470 0.5573 -1.2627
C 1.3454 2.9800 -1.6969
C -1.8227 4.6064 3.3114
C 3.5287 -0.7702 -2.7169
C 3.5095 1.3217 2.7704
C 3.1756 -1.0559 1.2375
C -4.0287 2.3614 0.9466
C 2.0112 -4.7718 -1.6724
C -3.7279 -2.4235 -3.2573
C 3.9468 -4.4484 0.4477
C -3.6501 -3.5313 -0.6798
C -1.1666 2.0554 4.4733
H -3.8701 1.3841 1.4025
H 3.7272 2.3877 2.8353
H 1.8212 -0.4289 -5.1565
H 4.4337 0.7894 2.9951
H 0.2122 -0.0959 -4.4715
H -4.6397 -3.0804 -0.7532
H 2.5256 -1.6347 0.5812
H 1.5815 -5.3215 -2.5099
H -0.4463 1.2600 4.6647
H -2.7690 4.2303 3.7004
H -4.4224 -3.2097 -3.5534
H 2.5736 -3.9539 -2.1227
H 1.1080 -4.4739 -1.1399
H 3.1719 -4.2582 1.1904
H 1.2290 3.3322 -2.7219
H 2.7001 -1.2455 2.1999
H -3.7115 0.2486 -2.1605
H 2.3324 2.5190 -1.7341
H 3.7443 0.2813 -2.5272
H -1.3611 2.5168 5.4415
H -3.2113 -2.0635 -4.1471
H -3.5319 3.1193 1.5524
H -5.3141 0.6372 -1.4701
H 3.9862 -1.0083 -3.6772
H -4.1298 -0.1467 -0.4389
H -3.7459 -4.6168 -0.6542
H -5.0885 2.6162 0.9528
H -2.1083 1.6657 4.0869
H -1.9240 5.2042 2.4056
H 2.6625 1.0879 3.4154
H -1.5455 5.2989 4.1061
H -4.3330 -1.5759 -2.9355
H -0.7660 4.5995 -1.6477
H -1.1782 3.9996 -0.1402
H -0.7946 5.7408 -0.2639
H 4.0872 -1.4083 -2.0320
H 0.7087 2.1491 -1.3931
H 3.9963 -3.5827 -0.2128
H 4.1417 -1.5544 1.1590
H -3.3938 -3.2009 0.3268
H 1.6012 0.9917 -4.2325
H 4.9284 -4.6944 0.8525
*
```

Electronic structure analysis, Löwdin charges in units of e: atom 1 (Sn): 1.679, atom 2 (S): 0.878, atom 3 (S): 0.853, atom 4 (S): 0.872, atom 5 (S): 0.843, atom 6 (S): 0.880, atom 7 (S): 0.872, atom 8 (S): 0.845, atom 9 (Na): 0.618, atom 10 (Na): 0.624, atom 11 (F): -0.618, atom 12 (F): -0.698, atom 13 (F): -0.660, atom 14 (O): -0.684, atom 15 (O): -0.649, atom 16 (O): -0.687, atom 17 (O): -0.663, atom 18 (O): -0.577, atom 19 (O): -0.577, atom 20 (O): -0.659, atom 21 (C): -0.201, atom 22 (C): -0.240, atom 23 (C): -0.229, atom 24 (C): -0.254, atom 25 (C): -0.218, atom 26 (C): -0.236, atom 27 (C): -0.205, atom 28 (C): -0.259, atom 29 (C): -0.219, atom 30 (C): -0.229, atom 31 (C): -0.240, atom 32 (C): -0.245, atom 33 (C): -0.234, atom 34 (C): -0.248, atom 35 (H): 0.040, atom 36 (H): 0.061, atom 37 (H): 0.050, atom 38 (H): 0.052, atom 39 (H): 0.051, atom 40 (H): 0.051, atom 41 (H): 0.022, atom 42 (H): 0.047, atom 43 (H): 0.024, atom 44 (H): 0.044, atom 45 (H): 0.063, atom 46 (H): 0.014, atom 47 (H): 0.041, atom 48 (H): 0.018, atom 49 (H): 0.055, atom 50 (H): 0.013, atom 51 (H): 0.026, atom 52 (H): 0.027, atom 53 (H): 0.059, atom 54 (H): 0.061, atom 55 (H): 0.053, atom 56 (H): 0.025, atom 57 (H): 0.056, atom 58 (H): 0.058, atom 59 (H): 0.050, atom 60 (H): 0.053, atom 61 (H): 0.056, atom 62 (H): 0.050, atom 63 (H): 0.052, atom 64 (H): 0.045, atom 65 (H): 0.052, atom 66 (H): 0.027, atom 67 (H): 0.042, atom 68 (H): -0.009, atom 69 (H): 0.047, atom 70 (H): 0.045, atom 71 (H): 0.009, atom 72 (H): 0.018, atom 73 (H): 0.057, atom 74 (H): 0.051, atom 75 (H): 0.052, atom 76 (H): 0.060

***

No. 2
The following is a quantum chemistry calculation of 11 unconnected molecules or ions with the total composition C6H36N2O10 at a distorted geometry, from OMol25.

Output
* electronic energy: -1111.7541 Eh
* <S²>: 0.756

```
! RIJCOSX wB97M-V def2-TZVPD def2/J DEFGRID3
* xyz 1 2
O -3.2517 1.9880 -1.0713
O 1.2995 -3.3914 -0.1255
O 3.6698 -0.0363 1.9324
O 2.3770 -1.9098 -2.0961
O 0.5791 1.4712 -2.8317
O 3.0518 1.2523 -0.6906
O -4.2933 0.0977 1.3009
O 2.6845 0.2410 -3.9435
O 0.1624 3.7119 -0.7024
O -2.7586 -2.8665 0.9803
N -1.5229 -0.3746 -0.5383
N -1.4214 -2.5682 -1.6217
C -0.2540 0.0694 0.0330
C -1.3922 -1.1182 -1.7719
C 0.9507 2.2213 2.7125
C -0.4398 1.6209 2.5911
C -0.6025 0.0477 2.5794
C 0.0291 -0.6639 1.3954
H 2.3674 -0.6396 -3.6901
H -0.5189 -2.9586 -1.4044
H 0.5899 0.5199 -2.8419
H -3.6455 2.0946 -1.9373
H -0.5441 -0.7935 -2.3965
H -2.5876 1.3207 -0.9093
H -0.3669 1.1350 0.3214
H 1.6539 1.7481 2.0685
H 2.1716 -3.1638 0.2036
H 3.2110 -2.3835 -2.1697
H 1.4460 1.8040 -3.0873
H -2.2529 -0.7450 -2.3602
H 0.6134 0.0461 -0.6036
H -0.6548 3.5854 -0.2050
H 2.1460 1.5910 -0.6328
H 3.0428 0.3999 -0.2441
H 0.6176 -3.0988 0.4862
H -2.0926 -2.9195 -0.9319
H -0.2077 -1.7328 1.2916
H -3.5040 0.5967 1.0369
H 3.2648 0.4061 -3.1812
H 3.7707 0.5078 2.7235
H -3.6662 -2.6742 1.2456
H 1.6532 -2.4990 -2.3225
H 1.1128 -0.6621 1.5720
H -1.0190 1.9330 3.4743
H -1.6951 -0.1292 2.6015
H 0.9285 3.3187 2.7306
H 4.1830 0.3964 1.2304
H 1.2286 1.9443 3.7561
H -2.2102 -3.0155 1.7561
H 0.0118 3.2138 -1.5123
H -2.1637 -0.7795 0.1540
H -4.6488 0.0502 0.3988
H -0.0549 -0.3041 3.4242
H -1.0472 2.0944 1.8228
*
```

Electronic structure analysis, Löwdin charges in units of e: atom 1 (O): -0.019, atom 2 (O): -0.046, atom 3 (O): -0.061, atom 4 (O): -0.049, atom 5 (O): -0.048, atom 6 (O): -0.035, atom 7 (O): -0.044, atom 8 (O): -0.064, atom 9 (O): -0.044, atom 10 (O): -0.043, atom 11 (N): 0.133, atom 12 (N): 0.148, atom 13 (C): -0.123, atom 14 (C): -0.225, atom 15 (C): -0.079, atom 16 (C): -0.257, atom 17 (C): -0.165, atom 18 (C): -0.153, atom 19 (H): 0.007, atom 20 (H): 0.056, atom 21 (H): -0.019, atom 22 (H): 0.064, atom 23 (H): 0.119, atom 24 (H): -0.022, atom 25 (H): 0.116, atom 26 (H): 0.034, atom 27 (H): 0.059, atom 28 (H): 0.076, atom 29 (H): 0.050, atom 30 (H): 0.144, atom 31 (H): 0.095, atom 32 (H): 0.024, atom 33 (H): 0.020, atom 34 (H): 0.006, atom 35 (H): 0.008, atom 36 (H): 0.075, atom 37 (H): 0.078, atom 38 (H): -0.001, atom 39 (H): 0.037, atom 40 (H): 0.055, atom 41 (H): 0.068, atom 42 (H): 0.040, atom 43 (H): 0.108, atom 44 (H): 0.118, atom 45 (H): 0.110, atom 46 (H): 0.094, atom 47 (H): 0.039, atom 48 (H): 0.094, atom 49 (H): 0.062, atom 50 (H): 0.003, atom 51 (H): 0.116, atom 52 (H): 0.050, atom 53 (H): 0.110, atom 54 (H): 0.080

***

No. 3
The following is a quantum chemistry calculation of 7 unconnected molecules or ions with the total composition C14H31NO11 at a distorted geometry, from OMol25.

Output
* electronic energy: -1434.3046 Eh

```
! RIJCOSX wB97M-V def2-TZVPD def2/J DEFGRID3
* xyz -2 1
O -2.4206 -0.7632 -0.3616
O 2.8992 0.3280 0.4573
O 1.0785 4.7747 -3.5469
O -1.8977 -1.3276 -3.7435
O -0.3674 4.5197 -5.9805
O -0.1396 -0.0534 -5.6604
O 1.1285 0.1842 -3.0681
O -1.2788 -3.1417 0.7356
O -0.1683 -1.7102 4.7485
O 0.9064 -2.3870 -0.6966
O 0.0811 0.3825 -0.1877
N 0.6532 -0.5743 2.2114
C 0.0302 3.4902 -5.3602
C -4.5208 0.5025 -0.8786
C 3.0978 -0.1623 1.7832
C -0.5363 -0.0856 2.9311
C -3.4690 0.0597 0.1610
C 3.9340 0.0631 -0.4689
C 0.8775 1.1976 -3.7969
C -0.3315 2.1640 -5.8079
C -0.4328 -2.0808 6.1119
C 0.0934 1.1066 -5.1166
C -0.3504 -0.3575 4.4285
C 0.8896 3.6452 -3.9569
C 1.8798 0.0768 2.6366
C 1.2108 2.4129 -3.2181
H 0.0238 -1.3195 6.7443
H 0.6992 -1.5772 2.3216
H -5.3043 1.0377 -0.3422
H -1.8727 -0.7298 -2.9963
H -3.8600 -0.3463 1.0940
H -0.6610 -0.2152 -0.3048
H 0.4871 0.1371 0.6469
H -1.1903 -1.0279 -4.3144
H -1.4906 -1.9126 6.3137
H -4.9407 -0.3985 -1.3259
H -1.2778 -0.0204 4.8916
H -4.0704 1.0992 -1.6718
H -0.7922 2.0058 -6.7718
H 0.6567 0.3615 -0.9557
H 4.8867 0.5180 -0.1976
H -1.9767 -2.4909 0.6597
H 3.9774 0.3232 2.2060
H 2.0799 -0.2706 3.6502
H -0.6621 -2.9145 0.0396
H 1.8398 2.5284 -2.3478
H 1.3540 -2.9620 -0.0759
H 1.7297 1.1529 2.7237
H -1.4404 -0.6098 2.6214
H -0.7789 0.9743 2.8555
H 0.3538 0.2876 4.9538
H -0.2145 -3.1306 6.3080
H -3.0023 0.9959 0.4674
H 4.0787 -0.9792 -0.7534
H 3.3251 -1.2196 1.9189
H 3.6517 0.6844 -1.3188
H 1.5447 -2.2453 -1.3957
*
```

Electronic structure analysis, Löwdin charges in units of e: atom 1 (O): -0.365, atom 2 (O): -0.181, atom 3 (O): -0.032, atom 4 (O): -0.088, atom 5 (O): -0.085, atom 6 (O): -0.129, atom 7 (O): -0.112, atom 8 (O): -0.095, atom 9 (O): -0.188, atom 10 (O): -0.027, atom 11 (O): 0.240, atom 12 (N): -0.055, atom 13 (C): -0.321, atom 14 (C): -0.118, atom 15 (C): -0.214, atom 16 (C): -0.142, atom 17 (C): -0.466, atom 18 (C): -0.096, atom 19 (C): -0.388, atom 20 (C): -0.054, atom 21 (C): -0.086, atom 22 (C): -0.399, atom 23 (C): -0.267, atom 24 (C): -0.369, atom 25 (C): -0.207, atom 26 (C): -0.038, atom 27 (H): 0.079, atom 28 (H): 0.123, atom 29 (H): 0.045, atom 30 (H): -0.006, atom 31 (H): 0.067, atom 32 (H): 0.065, atom 33 (H): 0.043, atom 34 (H): -0.030, atom 35 (H): 0.077, atom 36 (H): 0.057, atom 37 (H): 0.112, atom 38 (H): 0.069, atom 39 (H): 0.099, atom 40 (H): 0.095, atom 41 (H): 0.078, atom 42 (H): -0.016, atom 43 (H): 0.118, atom 44 (H): 0.110, atom 45 (H): -0.034, atom 46 (H): 0.074, atom 47 (H): 0.045, atom 48 (H): 0.135, atom 49 (H): 0.125, atom 50 (H): 0.133, atom 51 (H): 0.110, atom 52 (H): 0.088, atom 53 (H): 0.064, atom 54 (H): 0.088, atom 55 (H): 0.119, atom 56 (H): 0.091, atom 57 (H): 0.059

***

Question: The lowest electronic energy belongs to which entry?
Answer: C14H42F3Na2O7S7Sn

***

Question: electronic energy of number 2 (C6H36N2O10)?
Answer: -1111.7541 Eh